Computed, not measured: C4H6OPd as an isolated structure at a distorted geometry, with ωB97M-V/def2-TZVPD.

Element x y z (Å)
O  -1.922  -1.009  0.163
C  -1.349  -0.732  -0.996
C  -0.129  0.069  -1.057
H  -1.552  -1.426  -1.829
H  -0.374  1.144  -0.980
H  0.533  -0.201  -1.892
Pd  -1.271  -0.744  1.681
C  0.741  -0.065  0.470
C  1.226  1.018  1.087
H  1.309  -1.003  0.549
H  0.744  1.997  0.994
H  2.047  0.952  1.808

Calculated values
- Charge: -1
- 2S+1: 4
- LUMO (spin up / spin down): 4.2 / 3.8 eV